C6H9Cl2GdLuO6P as an isolated structure in a non-equilibrium geometry. Source: OMol25; level of theory: the ωB97M-V functional and the def2-TZVPD basis.

```
26
Properties=species:S:1:pos:R:3:forces:R:3
Lu 0.1878 -1.0837 -5.6266 -0.4 0.9 0.8
Gd -0.5013 0.1177 -0.8101 0.4 0.4 -1.6
Cl -1.0751 0.7369 -4.7137 0.3 -0.7 -0.8
Cl 0.7619 -1.1552 -2.7332 -0.1 -0.2 -0.3
C -1.0582 -1.4643 0.9271 -1.5 -5.1 4.0
C -0.2228 -0.4322 -8.0069 -2.3 6.9 -5.6
C 0.1320 -2.2768 -7.8416 1.0 -7.9 -4.7
O -1.2648 -2.2763 1.7729 1.0 4.3 -4.6
O -0.5323 0.0593 -9.0276 1.7 -3.1 5.4
O 0.1842 -2.9434 -8.8133 -0.4 4.2 5.2
C -2.2544 1.1462 2.6927 -0.8 0.4 -0.2
O -0.9491 0.5610 3.0121 1.1 -0.6 -1.7
P 0.0913 0.1975 1.8660 2.5 1.7 4.9
O 0.7538 1.5691 1.2314 -2.3 -3.0 -0.5
C 1.7078 2.1997 2.1607 1.2 0.8 0.5
O 1.3098 -0.5551 2.5845 -2.4 1.5 -2.2
C 1.1821 -1.2228 3.8741 0.2 -0.9 1.4
H -2.9783 0.3740 2.3510 0.5 0.3 0.6
H -2.1721 1.9137 1.8962 0.2 -0.2 0.5
H -2.5609 1.6177 3.6410 -0.1 -0.2 -0.6
H 1.7790 3.2207 1.7866 0.3 -0.1 0.1
H 1.3064 2.2046 3.1894 0.1 -0.1 -0.5
H 2.6323 1.6175 2.0619 -0.2 0.5 0.3
H 1.5732 -0.5267 4.6372 -0.2 -0.4 -0.4
H 0.1309 -1.4953 4.1182 0.8 0.2 -0.3
H 1.8369 -2.1036 3.7699 -0.5 0.4 0.3
```
Positions in Å, forces in eV/Å.

- HOMO (spin up / spin down) (eV) = -22.47 / -22.78
- total energy (a.u.) = -3946.7080
- gap between HOMO and LUMO (spin up / spin down) (Ha) = 0.1897 / 0.2816
- LUMO energy (spin up / spin down) (eV) = -17.31 / -15.12
- net charge = +4
- multiplicity = 8

***

An isolated molecule of C6H9ClN2O in a non-equilibrium geometry. Source: OMol25; level of theory: the ωB97M-V functional and the def2-TZVPD basis.

```
19
Properties=species:S:1:pos:R:3:forces:R:3
C 1.7858 0.3867 0.3726 2.5 -1.4 1.0
C 2.9451 0.2990 -0.3335 -2.2 0.6 1.4
C 0.6255 1.2518 0.0753 -1.2 -0.9 -2.2
C 1.5743 -0.5342 1.6526 -1.7 0.8 -1.1
C -1.6370 -1.5229 -1.0519 0.3 -0.7 -2.5
C -1.7985 1.3821 -0.4082 2.5 0.1 0.9
N -0.5146 -0.7316 -0.6094 0.9 -1.5 0.5
N -0.5740 0.5304 -0.2786 -0.6 1.1 0.0
O 0.5722 2.4517 -0.0371 0.6 0.3 0.7
Cl 4.3782 -0.5339 -0.0467 -0.3 0.1 -0.2
H 0.7055 -1.2067 1.3333 1.1 0.9 0.9
H 1.3697 0.0694 2.5903 0.0 -0.6 -1.2
H 2.4233 -1.1491 1.8323 0.7 -0.4 0.0
H -2.4940 -1.8081 -0.4542 0.2 0.1 1.3
H -2.1798 -1.0800 -1.9039 0.3 0.3 -0.1
H -1.2005 -2.4919 -1.5113 -0.6 1.5 1.1
H -1.6196 2.0556 0.4547 -1.2 -0.1 -0.6
H -1.7743 1.9506 -1.3377 -0.2 -0.1 0.0
H -2.5873 0.6811 -0.3385 -1.2 -0.1 0.2
```
Positions in Å, forces in eV/Å.

- HOMO (spin up / spin down) (eV) = -9.25 / -7.56
- total energy (a.u.) = -878.7699
- gap between HOMO and LUMO (spin up / spin down) (Ha) = 0.3428 / 0.2466
- LUMO energy (spin up / spin down) (eV) = 0.08 / -0.85
- net charge = 0

***

An isolated molecule of C6H9ClS in a non-equilibrium geometry. Source: OMol25; level of theory: the ωB97M-V functional and the def2-TZVPD basis.

```
17
Properties=species:S:1:pos:R:3:forces:R:3
C -0.8870 0.6092 1.0022 -1.3 0.2 2.5
C -0.2010 -0.6940 1.0041 1.4 1.8 -2.6
C 1.2713 -0.6190 0.6029 0.7 0.3 1.8
C 1.5249 0.1925 -0.6161 1.5 0.9 -0.9
C -0.9396 0.2411 -1.5507 -0.1 0.1 0.0
C -1.3355 -0.1774 -0.1065 1.3 -2.0 -0.8
H -0.3802 1.5490 0.9157 0.2 0.2 -0.3
H -0.2967 -1.3437 1.8394 -1.2 -0.7 0.1
H 1.7827 -0.0995 1.4570 -0.2 -0.3 -0.5
H 1.7696 -1.5863 0.5526 -0.4 -0.2 -0.2
H 1.2395 1.2404 -0.3939 0.1 -0.4 -0.6
H 2.5935 0.2327 -0.9708 -0.9 -0.2 0.9
H -0.9730 1.3801 -1.7863 0.0 -1.9 0.8
H -1.5684 -0.2818 -2.2613 -0.7 0.3 0.0
H -2.1379 -0.9022 0.0346 -0.4 1.0 -0.2
S 0.6495 -0.4659 -2.0202 -0.1 0.5 -0.4
Cl -2.1117 0.7248 2.2973 -0.1 0.4 0.4
```
Positions in Å, forces in eV/Å.

- HOMO (eV) = -8.69
- total energy (a.u.) = -1092.3363
- SMILES = Cl[C@@H]1[C@H]2CSCC[C@@H]12
- gap between HOMO and LUMO (Ha) = 0.3514
- LUMO energy (eV) = 0.87
- net charge = 0

***

C6H9CoF6N2O7S4 as an isolated structure. Source: OMol25; level of theory: the ωB97M-V functional and the def2-TZVPD basis.

```
35
Properties=species:S:1:pos:R:3:forces:R:3
Co -1.5320 -0.3157 -0.6608 -0.2 0.2 0.0
F 1.5634 0.7748 3.0218 0.0 0.0 0.1
C 0.4009 0.5884 3.6593 0.0 0.0 0.0
F 0.4346 -0.6282 4.2247 0.0 0.0 0.0
F 0.3272 1.4915 4.6478 0.0 0.0 0.0
S -1.0396 0.7167 2.5090 0.0 -0.1 0.0
O -0.6944 -0.2451 1.4905 0.1 -0.2 0.0
O -2.1541 0.4890 3.3671 0.1 0.0 0.1
N -0.9021 2.2158 2.0790 -0.1 0.1 0.1
S -0.6341 2.7714 0.6452 0.1 0.1 -0.1
O -0.5986 1.8125 -0.4289 0.1 0.0 0.0
O -1.2969 4.0214 0.4475 0.0 0.0 0.0
C 1.1475 3.2765 0.7746 0.0 0.0 0.0
F 1.4148 3.8738 1.9454 0.0 0.0 0.0
F 1.9676 2.2293 0.6535 0.0 0.0 0.0
F 1.4576 4.1482 -0.1986 0.0 0.0 0.0
C 1.0536 -3.2715 -1.4741 0.0 0.0 0.0
C 1.0224 -1.7729 -1.8278 0.0 0.0 0.0
C 2.0974 -1.0377 -1.0063 0.0 0.0 0.0
C 1.3235 -1.5985 -3.3276 0.0 0.0 0.0
N -0.2202 -1.1955 -1.4940 -0.1 0.1 0.1
H 2.0100 -3.7334 -1.7463 0.0 0.0 0.0
H 0.2505 -3.7897 -2.0017 0.0 0.0 0.0
H 0.8869 -3.3955 -0.4033 0.0 0.0 0.0
H 3.0929 -1.4437 -1.2192 0.0 0.0 0.0
H 1.8875 -1.1455 0.0589 0.0 0.0 0.0
H 2.0844 0.0260 -1.2465 0.0 0.0 0.0
H 2.2756 -2.0655 -3.6049 0.0 0.0 0.0
H 1.3599 -0.5358 -3.5712 0.0 0.0 0.0
H 0.5247 -2.0521 -3.9175 0.0 0.0 0.0
O -5.4218 -0.0283 0.1610 0.0 0.1 0.0
S -4.0057 -0.0465 -0.1370 0.0 -0.1 -0.3
O -3.3329 -1.3416 0.1845 0.1 0.0 0.0
O -3.2053 1.0136 0.5182 -0.1 0.1 0.1
S -3.5449 0.1939 -2.1222 0.0 0.0 0.1
```
Positions in Å, forces in eV/Å.

- HOMO (spin up / spin down) (eV) = -1.58 / -1.51
- total energy (a.u.) = -4444.9865
- gap between HOMO and LUMO (spin up / spin down) (Ha) = 0.2389 / 0.2360
- LUMO energy (spin up / spin down) (eV) = 4.92 / 4.91
- net charge = -2
- multiplicity = 5

***

C6H9EuO5 as an isolated structure in a non-equilibrium geometry. Source: OMol25; level of theory: the ωB97M-V functional and the def2-TZVPD basis.

```
21
Properties=species:S:1:pos:R:3:forces:R:3
C 2.3006 -1.1886 0.1483 0.4 0.2 0.3
O 1.2639 -0.1918 0.0316 -0.3 -0.8 0.2
C 1.5950 0.9995 -0.5114 0.7 0.5 -1.4
O 0.5349 1.6195 -0.8670 0.2 0.7 0.6
C -0.7756 1.4345 -0.1727 -0.4 1.0 -1.4
C -1.6847 0.5537 -0.9855 -0.3 0.8 -0.3
O -1.6590 -0.7553 -0.3509 -0.5 -0.8 -0.7
C -2.5366 -1.7296 -0.8807 -0.4 -0.3 -0.4
Eu -0.5633 -0.1595 1.4808 0.4 -0.8 3.6
H 1.8269 -2.1524 -0.0620 0.3 0.2 -0.2
H 3.1103 -0.9146 -0.5334 -0.2 -0.3 0.1
H 2.6782 -1.1928 1.1754 0.0 0.0 -0.1
H -1.1628 2.4515 -0.0916 0.0 -0.2 -0.2
H -1.3967 0.4359 -2.0424 -0.1 0.0 0.3
H -2.7181 0.9250 -0.9059 0.2 -0.1 -0.2
H -3.5800 -1.4308 -0.7004 0.2 -0.1 -0.1
H -2.3673 -1.8451 -1.9606 -0.1 0.0 0.3
H -2.3201 -2.6777 -0.3778 -0.1 0.2 -0.1
O 3.5354 2.3782 2.3959 -1.7 -0.1 -1.8
C 2.4409 1.9734 2.3663 1.9 -0.4 3.7
O 1.4780 1.4670 2.8440 -0.3 0.3 -2.2
```
Positions in Å, forces in eV/Å.

- HOMO (spin up / spin down) (eV) = -11.70 / -12.12
- total energy (a.u.) = -1320.1913
- gap between HOMO and LUMO (spin up / spin down) (Ha) = 0.2881 / 0.3057
- LUMO energy (spin up / spin down) (eV) = -3.86 / -3.80
- net charge = +1
- multiplicity = 8

***

An isolated molecule of C6H9F3N2 in a non-equilibrium geometry. Source: OMol25; level of theory: the ωB97M-V functional and the def2-TZVPD basis.

```
20
Properties=species:S:1:pos:R:3:forces:R:3
C -0.5403 1.0474 -0.5821 -0.8 3.1 -2.1
C 0.8365 0.9987 -0.6741 1.0 -0.2 -0.3
C -1.1122 -1.0142 0.3569 -0.5 -3.9 1.4
C -0.2934 -1.7301 -0.6424 -1.7 1.4 1.0
C -2.3454 0.8963 0.9672 -3.4 0.3 2.0
C 2.8549 -0.0299 0.1346 -0.4 0.5 -2.3
N -1.2850 0.2497 0.2477 -0.2 1.0 0.5
N 1.4980 0.0272 -0.0949 0.4 0.0 1.7
F 3.4667 1.1772 0.0499 0.4 0.2 0.9
F 3.1874 -0.6311 1.3072 -0.1 0.5 -1.0
F 3.4675 -0.7244 -0.9170 -0.1 -0.3 1.2
H -1.1231 1.9256 -1.0807 1.2 -1.8 1.2
H 1.3442 1.7942 -1.2796 -0.5 -0.6 0.6
H -1.6218 -1.6840 1.1907 0.8 2.1 -1.6
H -0.5113 -2.7144 -0.8477 -1.4 -2.2 -0.3
H 0.6687 -1.7553 -0.2610 2.2 0.3 0.3
H -0.3592 -1.0899 -1.4826 0.5 0.3 -1.4
H -2.3737 1.9852 1.1470 1.2 -0.4 -0.8
H -3.3247 0.7332 0.4089 1.1 -0.2 0.9
H -2.4339 0.5386 2.0518 0.1 -0.2 -1.7
```
Positions in Å, forces in eV/Å.

- HOMO (spin up / spin down) (eV) = -7.87 / -7.87
- total energy (a.u.) = -643.0416
- gap between HOMO and LUMO (spin up / spin down) (Ha) = 0.2995 / 0.2995
- LUMO energy (spin up / spin down) (eV) = 0.28 / 0.28
- net charge = 0

***

An isolated molecule of C6H9F3N2O in a non-equilibrium geometry. Source: OMol25; level of theory: the ωB97M-V functional and the def2-TZVPD basis.

```
21
Properties=species:S:1:pos:R:3:forces:R:3
C 1.3562 0.3263 -1.4270 -0.2 -0.3 0.4
C 0.6803 -0.8622 -0.7804 0.1 0.2 -0.1
C 0.1305 -0.1851 0.4864 -3.6 0.4 0.0
C -0.2932 -1.5841 -1.7038 0.1 0.1 0.1
C 0.5633 2.1158 1.4640 0.0 0.0 0.1
C -1.7138 -0.1126 0.5504 3.2 -0.3 -0.3
N 1.2871 1.3843 -0.7241 0.6 0.4 -0.8
N 0.5829 1.1541 0.3961 -0.3 -0.6 0.4
O 0.4544 -0.7701 1.6930 0.4 -0.1 0.4
F -2.1929 -1.3622 0.7019 -0.2 -0.1 0.0
F -2.1110 0.5994 1.6069 0.0 0.0 0.0
F -2.2536 0.4230 -0.5476 0.0 0.0 0.1
H 1.8517 0.3094 -2.3750 0.2 0.1 -0.3
H 1.4457 -1.5727 -0.4418 -0.1 0.1 0.0
H -0.9775 -0.8840 -2.1699 -0.1 0.0 0.0
H -0.8638 -2.3330 -1.1650 -0.1 -0.1 0.0
H 0.2696 -2.0834 -2.4871 0.0 -0.1 -0.1
H 1.0705 1.7202 2.3474 0.0 0.1 0.0
H 1.0833 2.9988 1.1025 0.0 0.0 0.1
H -0.4609 2.3813 1.7289 0.1 0.1 0.0
H 0.0911 -1.6633 1.7443 0.0 0.1 -0.1
```
Positions in Å, forces in eV/Å.

- HOMO (eV) = -8.29
- total energy (a.u.) = -718.3330
- SMILES = C[C@H]1C=NN(C)[C@@]1(O)C(F)(F)F
- gap between HOMO and LUMO (Ha) = 0.3316
- LUMO energy (eV) = 0.74
- net charge = 0

***

A 2-piece molecular cluster, C6H9FN2O overall. Source: OMol25; level of theory: the ωB97M-V functional and the def2-TZVPD basis.

```
19
Properties=species:S:1:pos:R:3:forces:R:3
C -1.1775 -1.0090 0.6013 0.0 -0.2 -0.3
C -0.6304 -0.7703 -0.7911 -0.1 0.0 0.1
F -1.6542 -0.8385 -1.7441 0.1 0.2 0.2
C 0.0950 0.5701 -1.0044 0.0 -0.2 0.0
C 1.3630 0.5060 -0.2682 0.2 0.1 0.3
N 2.3006 0.4458 0.3942 -0.2 0.0 -0.2
C -0.7095 1.8088 -0.5694 0.3 0.2 -0.2
C 0.0324 3.0412 -0.8524 0.1 0.2 0.0
N 0.6282 4.0044 -1.0474 -0.2 -0.3 0.0
H -1.9603 -1.7618 0.5387 0.0 0.0 0.0
H -0.3716 -1.4260 1.1962 0.0 0.0 0.2
H -1.5868 -0.1254 1.0805 -0.1 0.1 0.0
H 0.0841 -1.5648 -1.0161 -0.1 0.0 -0.2
H 0.3061 0.6424 -2.0721 0.1 0.0 0.0
H -0.8978 1.7815 0.5001 -0.1 0.0 0.0
H -1.6499 1.8577 -1.1156 -0.1 -0.2 0.1
O 1.6997 -2.5525 1.9583 0.0 0.1 0.1
H 2.6301 -2.7487 1.8108 0.0 0.0 -0.1
H 1.7132 -1.6791 2.3639 0.0 0.0 0.0
```
Positions in Å, forces in eV/Å.

- HOMO (eV) = -11.75
- total energy (a.u.) = -518.6266
- SMILES = C[C@@H](F)[C@H](C#N)CC#N.O
- gap between HOMO and LUMO (Ha) = 0.4535
- LUMO energy (eV) = 0.59
- net charge = 0